[1]
A molecular structure, C45H51ClInN8O6S3, computed with wB97M-V/def2-TZVPD.

Last column: Mulliken charge in e.
Geometry (Å):
1 In -0.385 1.188 0.952  1.615
2 C 2.762 3.125 3.751  -1.564
3 C 1.718 2.204 3.178  0.567
4 N 1.459 2.230 1.924  0.556
5 N 2.187 3.092 1.133  -0.928
6 C 2.166 2.764 -0.113  0.182
7 S 1.404 1.388 -0.830  -0.309
8 S 3.055 3.781 -1.266  -0.010
9 C 4.344 4.507 -0.186  -1.044
10 C 5.568 3.635 -0.126  0.558
11 C 5.533 2.412 0.545  0.406
12 C 6.641 1.577 0.547  -1.010
13 C 7.805 1.952 -0.116  -0.390
14 C 7.851 3.169 -0.780  -0.545
15 C 6.738 4.003 -0.783  -0.629
16 C 1.103 1.155 3.998  0.533
17 C 0.981 1.306 5.384  -0.936
18 C 0.570 0.277 6.207  -1.165
19 C 0.302 -0.973 5.640  -0.162
20 C 0.388 -1.152 4.275  -0.363
21 C 0.725 -0.091 3.395  0.508
22 O 0.727 -0.301 2.107  -0.688
23 H 3.734 2.890 3.313  0.183
24 H 2.528 4.158 3.488  0.303
25 H 2.837 3.027 4.831  0.535
26 H 4.571 5.485 -0.607  0.519
27 H 3.864 4.626 0.783  0.180
28 H 4.622 2.105 1.050  0.439
29 H 6.592 0.626 1.064  0.426
30 H 8.667 1.296 -0.118  0.361
31 H 8.753 3.469 -1.302  0.360
32 H 6.774 4.950 -1.312  0.327
33 H 1.186 2.275 5.828  0.411
34 H 0.477 0.432 7.275  0.356
35 H 0.013 -1.804 6.276  0.401
36 H 0.162 -2.108 3.812  0.406
37 Cl -4.300 1.202 3.729  -0.246
38 C -2.592 1.494 4.210  1.032
39 C -2.036 2.706 3.443  -0.023
40 O -2.426 3.815 3.783  -0.734
41 O -1.153 2.444 2.546  -0.512
42 H -2.017 0.599 3.986  -0.953
43 H -2.598 1.702 5.273  0.495
44 S -4.672 1.120 -1.306  -0.474
45 C -3.352 1.161 -0.369  0.515
46 N -2.404 1.182 0.311  -0.483
47 N -1.854 -1.230 1.740  -0.207
48 C -2.595 -1.657 2.524  -0.287
49 N -3.453 -2.164 3.397  0.383
50 C -4.614 -2.921 2.939  -0.890
51 C -4.422 -4.400 3.262  -0.544
52 C -4.149 -4.577 4.760  -0.824
53 C -2.942 -3.737 5.195  -0.581
54 C -3.148 -2.272 4.819  -0.195
55 H -4.746 -2.752 1.872  0.441
56 H -5.498 -2.538 3.458  0.367
57 H -3.568 -4.776 2.690  0.275
58 H -5.305 -4.965 2.957  0.376
59 H -3.978 -5.630 4.992  0.360
60 H -5.033 -4.257 5.324  0.313
61 H -2.043 -4.103 4.688  0.278
62 H -2.780 -3.822 6.271  0.401
63 H -2.263 -1.680 5.037  -0.176
64 H -3.991 -1.852 5.377  0.335
65 C -2.707 -2.577 -5.652  -1.247
66 O -2.134 -1.597 -4.811  -0.226
67 C -0.861 -1.197 -5.088  0.545
68 C -0.006 -1.845 -5.964  -0.431
69 C 1.291 -1.374 -6.143  -0.732
70 C 1.729 -0.270 -5.430  -1.035
71 C 0.872 0.374 -4.546  -0.001
72 C -0.433 -0.070 -4.382  0.110
73 N -1.344 0.490 -3.461  0.444
74 C -1.293 1.660 -2.800  0.835
75 C -0.810 2.893 -3.164  0.633
76 C -0.488 3.321 -4.493  -0.272
77 C -0.184 4.614 -4.746  -0.837
78 C -0.161 5.570 -3.667  -0.389
79 C -0.419 5.212 -2.390  -0.772
80 C -0.727 3.832 -2.042  0.192
81 O -0.875 3.455 -0.876  -0.463
82 H -2.249 -3.558 -5.500  0.446
83 H -2.615 -2.299 -6.704  0.435
84 H -3.759 -2.631 -5.385  0.258
85 H -0.339 -2.719 -6.508  0.426
86 H 1.950 -1.883 -6.834  0.372
87 H 2.742 0.093 -5.544  0.443
88 H 1.218 1.216 -3.960  0.594
89 H -1.968 -0.186 -3.047  -0.248
90 H -1.758 1.620 -1.823  -1.072
91 H -0.538 2.606 -5.306  0.429
92 H 0.029 4.942 -5.756  0.418
93 H 0.066 6.606 -3.896  0.383
94 H -0.389 5.923 -1.573  0.464
95 C -2.871 -2.068 -1.594  -0.769
96 N -1.577 -2.701 -1.785  0.674
97 C -1.560 -3.936 -2.547  -0.200
98 C -0.313 -4.740 -2.243  -0.868
99 C 0.885 -3.828 -2.416  -0.530
100 N 0.753 -2.686 -1.532  0.403
101 C 1.968 -2.027 -1.076  -0.775
102 C -0.442 -2.025 -1.393  -1.016
103 O -0.512 -0.888 -0.931  1.112
104 H -3.558 -2.776 -1.122  0.436
105 H -3.312 -1.742 -2.543  0.148
106 H -2.755 -1.208 -0.944  -0.287
107 H -1.603 -3.717 -3.624  -0.203
108 H -2.459 -4.503 -2.296  0.493
109 H -0.248 -5.605 -2.906  0.434
110 H -0.345 -5.092 -1.209  0.312
111 H 0.965 -3.509 -3.465  0.164
112 H 1.810 -4.346 -2.163  0.393
113 H 2.673 -2.792 -0.744  0.436
114 H 1.735 -1.374 -0.240  -0.108
115 H 2.436 -1.427 -1.864  0.220

ΔE to the lowest compared entry with this formula, charge and spin	17.88	kcal per mole
net charge	-1

[2]
4 unconnected molecules or ions with the total composition C24H56BN4OP, computed with wB97M-V/def2-TZVPD.

Last column: Mulliken charge in e.
Geometry (Å):
1 C 2.502 -0.746 -1.883  -0.998
2 B 1.448 0.380 -2.217  0.740
3 O 1.848 1.671 -2.496  -0.426
4 P -0.474 -0.077 -2.168  0.228
5 C -2.296 -0.593 -1.928  0.546
6 C -3.149 0.185 -1.161  -0.370
7 C -4.442 -0.268 -0.982  -0.478
8 C -4.823 -1.465 -1.567  -0.360
9 N -4.053 -2.234 -2.333  -0.554
10 C -2.810 -1.748 -2.482  -0.699
11 H 3.275 -0.807 -2.642  0.305
12 H 2.960 -0.530 -0.914  0.321
13 H 2.013 -1.713 -1.778  0.275
14 H 2.417 2.000 -1.790  0.221
15 H -0.890 1.117 -2.845  -0.037
16 H -0.373 -0.002 -0.718  -0.096
17 H -0.265 -1.308 -2.910  -0.182
18 H -2.793 1.108 -0.720  0.389
19 H -5.158 0.284 -0.394  0.407
20 H -5.829 -1.820 -1.392  0.373
21 H -2.147 -2.351 -3.097  0.281
22 C -2.429 -4.065 0.183  -1.364
23 C -2.476 -5.395 0.917  -0.522
24 N -3.796 -5.701 1.436  0.130
25 C -3.811 -6.817 2.363  -0.717
26 C -3.433 -8.206 1.834  -0.985
27 C -4.871 -5.666 0.459  -0.626
28 C -4.764 -6.583 -0.766  -1.060
29 H -2.801 -3.251 0.807  0.255
30 H -1.397 -3.835 -0.092  0.481
31 H -3.009 -4.078 -0.738  0.391
32 H -1.788 -5.352 1.767  0.464
33 H -2.088 -6.180 0.248  0.242
34 H -4.803 -6.867 2.820  0.372
35 H -3.127 -6.566 3.180  0.416
36 H -4.224 -8.641 1.224  0.224
37 H -3.266 -8.885 2.673  0.399
38 H -2.517 -8.185 1.243  0.277
39 H -4.968 -4.637 0.103  0.304
40 H -5.808 -5.871 0.984  0.370
41 H -3.768 -6.557 -1.209  0.245
42 H -5.467 -6.252 -1.533  0.387
43 H -5.006 -7.618 -0.530  0.312
44 C 2.385 5.189 -3.183  -1.174
45 C 3.172 6.017 -2.180  -0.409
46 N 4.222 5.255 -1.526  0.209
47 C 4.795 5.930 -0.374  -0.706
48 C 5.556 7.241 -0.605  -1.021
49 C 5.167 4.600 -2.414  -0.569
50 C 5.948 5.471 -3.407  -1.066
51 H 1.996 4.287 -2.711  0.160
52 H 1.542 5.766 -3.563  0.449
53 H 2.990 4.894 -4.040  0.280
54 H 2.486 6.363 -1.403  0.452
55 H 3.551 6.922 -2.682  0.244
56 H 5.450 5.224 0.143  0.368
57 H 3.974 6.131 0.322  0.404
58 H 6.535 7.072 -1.052  0.222
59 H 5.722 7.741 0.351  0.410
60 H 5.002 7.930 -1.242  0.277
61 H 4.622 3.842 -2.985  0.149
62 H 5.871 4.035 -1.798  0.450
63 H 5.305 6.197 -3.907  0.246
64 H 6.389 4.839 -4.180  0.403
65 H 6.764 6.011 -2.929  0.274
66 C -1.281 -1.025 2.087  -0.937
67 C 0.087 -0.456 2.426  -0.753
68 N 0.164 0.983 2.246  0.362
69 C 1.520 1.499 2.283  -0.421
70 C 2.308 1.379 3.593  -1.129
71 C -0.834 1.759 2.961  -0.728
72 C -0.903 1.613 4.487  -1.064
73 H -1.584 -0.735 1.079  0.068
74 H -1.241 -2.114 2.127  0.304
75 H -2.051 -0.701 2.788  0.347
76 H 0.822 -0.906 1.751  0.447
77 H 0.365 -0.777 3.442  0.434
78 H 1.493 2.549 1.977  0.453
79 H 2.083 0.980 1.499  0.025
80 H 1.967 2.093 4.341  0.249
81 H 3.363 1.591 3.406  0.448
82 H 2.246 0.378 4.018  0.269
83 H -1.815 1.504 2.551  0.280
84 H -0.688 2.811 2.704  0.484
85 H -0.849 0.570 4.800  0.261
86 H -1.851 2.014 4.851  0.395
87 H -0.108 2.162 4.990  0.273

SMILES	CB(O)[PH3]c1cccnc1.CCN(CC)CC.CCN(CC)CC.CCN(CC)CC
net charge	0

[3]
A molecular structure, C8H10NP, computed with wB97M-V/def2-TZVPD.

Last column: Mulliken charge in e.
Geometry (Å):
1 C 0.287 -2.801 0.567  -0.349
2 C 1.203 -2.139 -0.245  -0.497
3 C -0.643 -2.037 1.314  -0.674
4 C 1.301 -0.712 -0.297  -0.144
5 C -0.481 -0.673 1.284  0.006
6 C 0.486 -0.019 0.512  0.394
7 C -0.558 2.227 -0.622  0.496
8 C 0.696 1.475 0.606  -1.077
9 N -0.295 3.450 -0.890  -0.590
10 P -1.883 1.182 -1.093  -0.141
11 H 0.226 -3.934 0.463  0.273
12 H 1.876 -2.823 -0.776  0.320
13 H -1.424 -2.526 1.859  0.419
14 H 2.069 -0.021 -0.706  0.266
15 H -1.069 -0.015 1.893  0.355
16 H 0.300 1.929 1.492  0.395
17 H 1.690 1.905 0.148  0.236
18 H -0.763 3.945 -1.538  0.228
19 H -1.975 1.597 -2.386  0.027
20 H -1.044 -0.011 -1.586  0.058

ΔE to the lowest compared entry with this formula, charge and spin	44.28	kcal per mole
net charge	0

Across the entries above, Kohn-Sham gap takes the values 6.958; 7.977; 9.300 eV, respectively.
Across the entries above, maximum force takes the values 0.70; 1.06; 5.76 eV/A, respectively.